Record 1
Below is a 3-piece molecular cluster, C21H46BFN2O2 overall at a distorted geometry, with properties calculated with the ωB97M-V functional and the def2-TZVPD basis.

Summary:
E (a.u.): -1212.257242
E_HOMO (eV): -8.205
Orbital gap (eV): 7.35

ORCA input file:
```
! wB97M-V def2-TZVPD RIJCOSX def2/J DEFGRID3
* xyz 0 1
F -2.83 1.02 -0.50
O 5.89 1.32 -0.26
O 4.37 2.98 0.09
N -4.17 -1.71 4.24
N 2.62 -0.33 -4.14
C 0.71 -2.00 -4.45
C 2.81 0.19 -5.50
C -4.19 -0.26 4.33
C 5.05 -0.75 -3.74
C 0.41 2.31 -0.53
C -4.85 -2.29 3.08
C 3.65 0.39 0.01
C 0.32 1.75 0.96
C 3.94 -0.65 0.98
C 3.44 3.25 1.16
C -4.46 -2.42 5.48
C 4.68 1.61 -0.04
C -4.35 -1.75 1.74
C 3.62 -1.27 -3.66
C -5.90 -2.41 5.99
C 2.17 4.08 0.56
C -0.83 0.67 1.22
C -5.56 0.44 4.37
C 1.25 -0.72 -3.81
C 2.87 -0.83 -6.64
C 1.56 3.43 -0.77
B -1.70 0.23 -0.07
H 2.72 0.33 -0.64
H 2.36 3.00 -1.48
H 4.26 -1.66 0.56
H -3.80 -2.04 6.27
H -4.83 -2.29 0.92
H 1.08 4.30 -1.36
H -4.58 -0.69 1.61
H 1.31 1.28 1.32
H -4.67 -3.37 3.07
H 3.42 -1.50 -2.61
H -0.59 2.85 -0.76
H -4.16 -3.47 5.35
H -0.21 -2.30 -3.94
H 3.57 -2.23 -4.20
H -3.63 0.15 3.48
H 3.31 -0.36 -7.52
H -6.16 -1.45 6.43
H 5.16 0.19 -3.20
H 0.12 2.62 1.70
H -1.59 1.12 1.98
H 2.03 0.92 -5.72
H -5.93 -2.15 3.13
H 1.40 4.33 1.37
H 1.19 -0.83 -2.72
H 3.49 -1.70 -6.40
H 3.13 2.35 1.78
H 0.46 -1.85 -5.50
H 2.62 5.09 0.25
H 3.87 -0.42 2.10
H 0.57 0.11 -4.05
H 3.74 0.77 -5.51
H -3.62 0.06 5.21
H 5.73 -1.47 -3.28
H -3.27 -1.88 1.64
H -6.26 0.03 3.64
H 3.97 3.98 1.88
H -6.01 -3.16 6.78
H 1.88 -1.17 -6.92
H -1.50 -0.75 -0.71
H 0.63 1.49 -1.31
H -6.01 0.38 5.35
H 1.41 -2.84 -4.36
H -5.43 1.50 4.13
H -6.62 -2.65 5.21
H -0.44 -0.30 1.71
H 5.38 -0.61 -4.77
*
```



Record 2
Below is C21H46N3OP2SSm as an isolated structure at a distorted geometry, with properties calculated with the ωB97M-V functional and the def2-TZVPD basis.

Summary:
E (a.u.): -2805.562217
Energy relative to the best compared isomer or geometry (same formula, charge and spin) (kJ/mol): 98.86
E_HOMO (spin up / spin down) (eV): -13.779 / -13.501
Expectation value of S²: 8.8402
Orbital gap (spin up / spin down) (eV): 7.55 / 7.39

ORCA input file:
```
! wB97M-V def2-TZVPD RIJCOSX def2/J DEFGRID3
* xyz 2 6
Sm 0.46 -1.24 -0.16
S 0.91 -2.80 2.05
P 2.32 0.91 -0.10
P -2.37 -0.76 -0.19
O -0.61 1.67 1.99
N -0.57 -1.98 4.13
N 1.63 -1.25 4.15
N -0.29 0.92 -2.31
C -2.88 -3.44 0.72
C 4.34 -0.92 0.83
C -1.73 1.27 -2.29
C -2.65 0.08 -1.78
C -0.29 0.80 1.26
C 4.29 2.89 0.75
C 4.98 0.42 -1.19
C -5.15 -0.41 0.60
C -3.39 -0.41 2.43
C 2.91 2.24 1.06
C 2.85 1.79 2.54
C 0.64 -1.90 3.55
C 1.64 -0.98 5.61
C -3.67 -0.08 0.95
C -4.14 -2.77 -1.34
C -0.75 -1.75 5.62
C 3.82 -0.20 -0.43
C 0.62 2.10 -2.25
C 0.22 -0.69 6.04
C 2.06 1.76 -1.69
C -2.87 -2.55 -0.53
H 3.56 -1.50 1.34
H -0.56 -2.69 6.16
H -3.03 -4.48 0.40
H -2.37 -0.11 2.72
H -5.39 -0.24 -0.45
H 4.80 -0.23 1.54
H -0.10 0.28 5.64
H -1.19 -2.66 3.70
H 3.64 1.04 2.76
H 1.87 1.38 2.80
H 5.67 -0.38 -1.49
H -3.63 0.54 -1.78
H -0.13 0.52 -3.18
H 0.11 2.82 -1.61
H 5.12 2.24 1.04
H -5.05 -2.59 -0.76
H -3.69 -3.18 1.41
H 2.54 -1.43 3.72
H 3.05 2.68 3.16
H 2.52 2.73 -1.65
H -4.18 -3.82 -1.65
H -1.81 2.13 -1.62
H -3.54 1.02 0.82
H -2.09 1.53 -3.32
H 1.14 -2.86 0.29
H 3.37 -0.98 -1.09
H 4.39 3.18 -0.30
H -4.19 -2.17 -2.25
H -4.11 0.16 3.04
H -1.77 -1.49 5.74
H 2.04 -1.83 6.17
H -1.93 -3.42 1.27
H -2.67 -0.68 -2.57
H 4.68 0.94 -2.10
H 5.56 1.11 -0.59
H -2.03 -2.89 -1.17
H -5.78 0.25 1.20
H 0.20 -0.63 7.14
H 2.13 3.02 0.92
H 2.30 -0.14 5.75
H -3.54 -1.49 2.64
H 2.59 1.20 -2.47
H 5.11 -1.63 0.51
H 0.76 2.53 -3.28
H 4.36 3.80 1.36
H -5.41 -1.43 0.88
*
```